Entry 1:
Formula: C8H48O16
Source: the Open Molecules 2025 dataset
Level of theory: ωB97M-V with the def2-TZVPD basis set

Structure (ORCA input):
```
! RIJCOSX wB97M-V def2-TZVPD def2/J DEFGRID3
* xyz 0 1
O -4.379 -5.724 -23.073
H -3.939 -4.894 -22.798
H -3.760 -6.137 -23.685
O -0.831 -7.722 -20.472
H -0.625 -8.578 -20.862
H -1.789 -7.600 -20.646
O -0.063 -6.704 -17.742
H -0.307 -7.162 -18.562
H -0.814 -6.822 -17.132
O -6.643 -6.638 -21.260
H -5.977 -6.408 -21.921
H -7.021 -5.796 -20.991
O -3.850 -7.812 -17.652
H -3.637 -8.617 -18.136
H -3.094 -7.660 -17.043
O -3.467 -8.104 -21.474
H -3.843 -7.268 -21.819
H -3.528 -8.729 -22.205
O -4.452 -0.542 -18.550
H -4.231 0.041 -17.818
H -4.967 -1.281 -18.144
O -3.492 -5.426 -14.487
H -3.094 -5.317 -13.614
H -3.479 -4.542 -14.882
O -2.864 -1.310 -20.796
H -1.994 -1.058 -20.470
H -3.448 -1.231 -20.016
O -5.781 -2.725 -17.604
H -5.122 -3.446 -17.623
H -6.577 -3.113 -17.982
O -6.144 -7.043 -15.979
H -5.619 -7.531 -16.633
H -5.496 -6.560 -15.455
O -3.415 -3.036 -22.955
H -3.638 -2.489 -23.715
H -3.087 -2.404 -22.280
C 0.483 -4.970 -23.013
C 0.715 -4.718 -21.535
O 1.257 -5.863 -20.905
H 1.391 -5.259 -23.541
H 0.110 -4.082 -23.531
H -0.294 -5.714 -23.221
H -0.148 -4.298 -21.009
H 1.452 -3.910 -21.481
H 0.504 -6.487 -20.860
C -3.644 -4.716 -19.859
C -3.078 -4.417 -18.496
O -4.008 -4.887 -17.486
H -2.994 -4.281 -20.621
H -4.655 -4.318 -19.918
H -3.662 -5.788 -20.051
H -3.034 -3.337 -18.326
H -2.091 -4.822 -18.262
H -3.850 -5.830 -17.372
C -1.138 -9.578 -15.588
C -1.819 -8.441 -14.852
O -1.938 -7.308 -15.714
H -1.573 -9.737 -16.573
H -1.259 -10.489 -15.001
H -0.077 -9.364 -15.710
H -1.407 -8.140 -13.882
H -2.829 -8.766 -14.555
H -2.522 -6.648 -15.267
C -0.635 -3.205 -16.234
C -1.357 -1.892 -16.116
O -1.974 -1.758 -14.825
H 0.056 -3.354 -15.404
H -0.071 -3.225 -17.166
H -1.360 -4.019 -16.192
H -2.083 -1.785 -16.929
H -0.716 -1.010 -16.211
H -2.864 -1.408 -14.905
*
```

Output
HOMO-LUMO gap, eV: 9.8
Energy above the lowest of the compared OMol25 structures with the same formula, charge and spin, kcal/mol: 0.0
HOMO, eV: -9.699

Here are the Löwdin charges for atoms 1 to 6, given in e: atom 1 (O): -0.0616, atom 2 (H): 0.0159, atom 3 (H): 0.0595, atom 4 (O): -0.0554, atom 5 (H): 0.0706, atom 6 (H): 0.0289

=====

Entry 2:
Formula: C8H4AsF6LaN2OS5Se
Source: the Open Molecules 2025 dataset
Level of theory: ωB97M-V with the def2-TZVPD basis set

Structure (ORCA input):
```
! RIJCOSX wB97M-V def2-TZVPD def2/J DEFGRID3
* xyz 1 2
La -0.043 0.891 0.547
S 1.628 -3.166 6.803
C 1.429 -2.034 5.693
S 0.323 -0.709 5.995
C 0.586 0.134 4.484
C 1.520 -0.284 3.559
S 2.243 0.470 2.151
S 2.324 -1.778 4.184
S -0.295 1.625 4.399
F 1.035 2.385 -1.015
As -0.313 3.348 -1.605
F 0.568 4.724 -1.337
F 0.204 3.034 -3.155
F -1.642 4.195 -2.170
F -1.195 1.813 -1.539
F -0.748 3.363 0.132
Se -0.489 -1.831 0.093
C -0.386 -1.860 -1.823
C -0.296 -0.708 -2.601
C -0.487 -0.854 -3.986
N -0.593 -2.006 -4.603
C -0.550 -3.096 -3.830
C -0.527 -3.085 -2.433
H -0.027 0.274 -2.257
H -0.450 0.021 -4.645
H -0.602 -4.035 -4.374
H -0.626 -4.040 -1.868
O -1.690 1.961 2.305
N -0.900 1.245 2.895
*
```

Output
HOMO-LUMO gap (alpha / beta), eV: 5.1 / 3.1
Energy above the lowest of the compared OMol25 structures with the same formula, charge and spin, kcal/mol: 15.3
Expectation value of S²: 0.79
HOMO (alpha / beta), eV: -11.453 / -11.166

Here are the Löwdin charges for atoms 1 to 6, given in e: atom 1 (La): 1.6651, atom 2 (S): 0.8020, atom 3 (C): -1.4275, atom 4 (S): 1.0009, atom 5 (C): -0.9352, atom 6 (C): -1.0298

=====

Entry 3:
Formula: C8H4ClN2O4PdS2Se
Source: the Open Molecules 2025 dataset
Level of theory: ωB97M-V with the def2-TZVPD basis set

Structure (ORCA input):
```
! RIJCOSX wB97M-V def2-TZVPD def2/J DEFGRID3
* xyz -1 3
Pd -1.375 -1.886 0.404
O -4.324 1.177 0.502
Cl -3.632 0.337 -0.429
O -4.094 0.564 -1.765
O -3.836 -1.063 -0.071
O -2.201 0.584 -0.351
S 0.756 -3.080 0.951
C 1.338 -1.528 0.564
N 0.507 -0.580 0.213
C 1.153 0.616 -0.065
C 0.549 1.808 -0.463
C 1.352 2.910 -0.697
C 2.738 2.846 -0.543
C 3.348 1.668 -0.148
C 2.547 0.560 0.088
S 3.019 -1.041 0.590
H -0.524 1.841 -0.577
H 0.895 3.841 -1.007
H 3.342 3.724 -0.733
H 4.423 1.612 -0.027
Se -2.893 -3.707 0.761
C -1.850 -5.138 1.248
N -1.237 -6.066 1.556
*
```

Output
HOMO-LUMO gap (alpha / beta), eV: 7.8 / 5.4
Expectation value of S²: 2.01
HOMO (alpha / beta), eV: -5.296 / -5.418

Here are the Löwdin charges for atoms 1 to 6, given in e: atom 1 (Pd): 0.5163, atom 2 (O): -0.3383, atom 3 (Cl): 0.6477, atom 4 (O): -0.3383, atom 5 (O): -0.5125, atom 6 (O): -0.4317

=====

Entry 4:
Formula: C8H4FN3O
Source: the Open Molecules 2025 dataset
Level of theory: ωB97M-V with the def2-TZVPD basis set

Structure (ORCA input):
```
! RIJCOSX wB97M-V def2-TZVPD def2/J DEFGRID3
* xyz 0 1
C 1.271 -2.395 0.434
C -0.980 1.141 0.137
C -2.686 -0.423 0.374
C -0.469 -1.081 -0.334
C -0.011 0.173 -0.179
C -1.786 -1.423 -0.072
C 2.461 -0.252 0.239
C 1.969 -1.451 0.913
N 0.462 -2.238 -0.556
N -2.233 0.801 0.360
N 1.367 0.555 -0.113
O 3.649 -0.026 -0.054
F -2.052 -2.699 -0.315
H -0.784 2.218 0.099
H -3.830 -0.530 0.474
H 2.533 -1.485 1.880
H 1.616 1.434 -0.607
*
```

Output
HOMO-LUMO gap, eV: 8.3
Structure (SMILES): O=C1C=C=Nc2c(F)cncc2N1
HOMO, eV: -9.670

Here are the Löwdin charges for atoms 1 to 6, given in e: atom 1 (C): 0.0129, atom 2 (C): -0.0732, atom 3 (C): -0.0682, atom 4 (C): -0.1161, atom 5 (C): -0.1676, atom 6 (C): -0.2022

=====

no.,strongest force on any atom (hartree/bohr)
1,0.0253
2,0.0471
3,0.0080
4,0.1552